Record 1
{"formula": "C5H9NO3", "method": "ωB97M-V/def2-TZVPD", "gap_ev": 9.4, "fmax_ha_per_bohr": 0.0743, "multiplicity": 1, "e_above_lowest_ev": 2.146, "smiles": "CC(=O)C(C)=O.NC=O", "e_lumo_ev": 0.3579, "symbols": ["C", "C", "N", "O", "H", "H", "H", "H", "H", "C", "C", "C", "O", "O", "H", "H", "H", "H"], "positions_angstrom": [[2.0440, 0.6774, -0.1930], [0.8399, -0.1640, -0.5230], [0.2418, -1.1335, 1.5541], [0.9083, -1.1437, -1.2538], [0.1759, -2.0556, 1.1320], [0.9930, -1.0134, 2.2248], [2.6985, 0.1051, 0.4706], [1.7902, 1.6069, 0.3176], [2.5851, 0.9070, -1.1121], [-1.5979, 0.2468, -1.6270], [-0.5516, 0.7654, -0.6804], [-0.9972, -0.4806, 1.7586], [-0.5429, 1.9051, -0.2494], [-2.0530, -0.9966, 1.4381], [-0.8919, 0.4379, 2.3542], [-2.2548, -0.4606, -1.1194], [-2.2207, 1.0615, -2.0030], [-1.1668, -0.2652, -2.4889]], "forces_ev_per_a": [[0.2698, -0.2734, 1.2665], [-1.2665, 1.0150, -3.4604], [-1.0547, 0.4253, 0.3313], [-0.0797, 0.6489, 1.4489], [-0.0381, 0.2103, 0.1621], [-0.2904, 0.1935, -0.1683], [0.1456, 0.0435, -0.2233], [-0.1497, -0.1098, -0.1205], [-0.1526, -0.1470, 0.0035], [-0.3222, -0.0492, -0.1680], [1.3168, 0.5304, -0.0448], [0.3051, -2.2141, 0.9648], [-0.0580, -1.3999, -0.1475], [1.0551, 1.0686, -0.1330], [-0.1508, 0.1453, -0.3593], [0.1061, -0.1084, 0.1033], [0.1692, 0.0829, 0.2788], [0.1949, -0.0620, 0.2660]]}

***

Record 2
{"formula": "C5H8N2", "method": "ωB97M-V/def2-TZVPD", "gap_ev": 8.6, "fmax_ha_per_bohr": 0.0892, "multiplicity": 1, "e_above_lowest_ev": 3.588, "e_lumo_ev": 0.7855, "symbols": ["C", "C", "C", "C", "C", "H", "H", "H", "H", "H", "H", "H", "H", "N", "N"], "positions_angstrom": [[-2.1450, -0.5804, 0.1061], [-0.7684, -0.1155, -0.2516], [-0.2780, 1.1771, -0.3603], [1.3186, 1.2725, -0.0558], [1.6192, -0.2915, -0.1275], [-2.5849, 0.3891, 0.3924], [-2.7024, -1.1191, -0.7396], [-2.1936, -0.9578, 1.0920], [-0.9821, 2.0823, -0.1616], [2.0616, 2.0001, -0.5561], [1.0461, 1.6352, 1.2689], [2.3521, -1.8475, -0.0970], [0.1902, -1.8761, -0.2114], [2.7259, -0.7996, 0.0965], [0.3407, -0.9688, -0.3949]], "forces_ev_per_a": [[-0.3068, 1.8115, -1.7491], [2.7296, 2.6508, -0.7365], [-1.2676, 0.8515, 1.2017], [-3.3487, -0.5830, 2.6692], [-3.2768, 3.0731, 0.2089], [-0.6960, -0.1660, -0.9907], [0.7124, 0.6435, 1.6241], [0.2574, -1.7261, 0.7624], [1.4755, -1.6853, -0.4975], [-1.5214, -1.4009, 0.7887], [1.7831, -1.1229, -3.9498], [2.3888, 1.9512, 0.8298], [0.0190, -3.9531, 0.9056], [-0.3906, -4.4757, -0.9367], [1.4421, 4.1314, -0.1301]]}

***

Record 3
{"formula": "C6H15N2O2P2", "method": "ωB97M-V/def2-TZVPD", "gap_ev": 6.3, "fmax_ha_per_bohr": 0.0832, "multiplicity": 1, "e_above_lowest_ev": 1.790, "smiles": "[NH3+]CCCCC1=C(O)O[PH]#[PH]N1", "e_lumo_ev": -4.0343, "charge": 1, "symbols": ["C", "C", "C", "C", "C", "C", "N", "N", "O", "O", "P", "P", "H", "H", "H", "H", "H", "H", "H", "H", "H", "H", "H", "H", "H", "H", "H"], "positions_angstrom": [[1.9141, 0.2107, -0.5723], [2.3171, -1.0327, -0.2334], [0.4368, 0.2688, -1.0137], [-0.4825, 0.0204, 0.2653], [-2.0247, 0.0277, -0.1155], [-3.0121, -0.0113, 1.0535], [2.5149, 1.4114, -0.1295], [-4.3461, -0.0022, 0.3820], [3.5706, -1.3554, 0.2699], [1.6066, -2.1869, -0.4603], [4.1753, 1.5922, -0.2669], [4.6504, -0.2588, 0.9503], [0.2805, 1.2084, -1.5177], [0.2451, -0.6300, -1.8062], [-0.1172, -0.9446, 0.5864], [-0.2280, 0.8285, 0.9733], [-1.9674, 0.9420, -0.7483], [-2.2461, -0.8348, -0.7124], [-3.0071, 0.9589, 1.5411], [-2.8384, -0.8784, 1.6496], [2.1143, 2.3000, -0.6749], [-5.1006, -0.0660, 1.2228], [-4.4943, -0.8354, -0.3508], [-4.3936, 0.9808, -0.1330], [2.2296, -2.8048, -0.7330], [4.2373, 0.8882, -1.5517], [3.9654, 0.2029, 2.1252]], "forces_ev_per_a": [[-2.1840, -1.4360, 0.5527], [1.6325, 0.3575, -0.1201], [0.0440, -2.4846, -0.5911], [0.0792, 0.3958, -1.4762], [2.6459, 0.7391, 0.5629], [1.1157, 1.6744, -2.3196], [-2.5052, 2.9672, -1.8000], [-2.8028, -0.1321, 0.2658], [-0.7242, 0.3851, 0.1496], [-1.5736, 2.8697, 0.7278], [1.4542, -1.1854, -0.1859], [0.3693, 0.1871, -0.5166], [-0.4255, 0.4268, -0.1545], [0.3890, 2.2477, 1.8341], [-0.3249, -0.1561, 0.6765], [-0.3083, -0.4906, -0.0136], [-1.3526, -0.3684, 0.3899], [0.1258, -0.4957, -0.7258], [0.2762, -0.3304, 0.8344], [-0.2739, -0.4088, 0.6356], [0.5819, -2.6793, 1.6208], [1.6206, 0.2620, -2.9538], [0.3164, 2.3450, 2.0092], [-0.3917, -2.7351, 1.1465], [1.8055, -2.1373, -0.7558], [0.6343, 0.2290, 0.7083], [-0.2237, -0.0467, -0.5009]]}

***

Record 4
{"formula": "C5H12O", "method": "ωB97M-V/def2-TZVPD", "gap_ev": 10.8, "fmax_ha_per_bohr": 0.1247, "multiplicity": 1, "e_above_lowest_ev": 2.552, "smiles": "CC=O.CCC", "e_lumo_ev": 0.8261, "symbols": ["C", "C", "C", "H", "H", "H", "H", "H", "H", "H", "H", "O", "C", "C", "H", "H", "H", "H"], "positions_angstrom": [[1.7276, 0.2260, -1.8189], [1.7453, -0.5248, -0.6167], [1.9569, 0.4470, 0.5674], [2.8798, 0.0864, -2.1576], [1.2493, -0.3200, -2.6919], [1.1547, 1.1624, -1.9680], [0.9064, -1.0830, -0.3294], [2.5357, -1.3910, -0.6434], [2.0463, -0.0302, 1.4963], [1.2269, 1.1734, 0.8362], [2.8844, 1.0585, 0.3845], [-2.0092, 1.1953, 0.9019], [-1.6728, 0.0384, 1.0482], [-2.2657, -1.1304, 0.2393], [-0.6002, -0.3725, 1.5392], [-1.5884, -1.2891, -0.6529], [-2.3829, -2.0848, 0.6928], [-3.1869, -0.8102, -0.2365]], "forces_ev_per_a": [[1.6044, -0.8644, -6.1500], [1.1956, -1.3763, 4.0721], [2.3319, 0.4252, -0.8278], [-2.5180, 1.9075, 0.2785], [0.4022, -0.1063, 0.9156], [1.1558, 0.0569, 0.9989], [-1.9177, -0.7056, -0.1727], [-0.9889, 1.9042, 0.1604], [0.6951, -1.1869, 1.3249], [-1.3036, 0.5877, -0.8919], [-0.6403, -0.6282, 0.2922], [0.5432, -1.7314, 0.8909], [2.1608, -1.0086, -1.0964], [0.2890, 1.4987, -1.5219], [-2.4366, 1.5592, -0.3657], [-0.2386, 0.2301, 1.0499], [0.0415, -0.5654, 0.8342], [-0.3756, 0.0035, 0.2088]]}

***

Record 5
{"formula": "C27H62N7O4S2Si", "method": "ωB97M-V/def2-TZVPD", "gap_ev": 8.1, "fmax_ha_per_bohr": 0.0189, "multiplicity": 1, "e_lumo_ev": -2.7202, "charge": 1, "symbols": ["C", "C", "C", "C", "C", "N", "C", "C", "C", "S", "C", "C", "C", "N", "C", "N", "Si", "C", "C", "C", "S", "H", "H", "H", "H", "H", "H", "H", "H", "H", "H", "H", "H", "H", "H", "H", "H", "H", "H", "H", "H", "H", "H", "H", "H", "H", "H", "H", "H", "H", "H", "H", "H", "H", "H", "C", "C", "O", "N", "C", "H", "H", "H", "H", "H", "H", "H", "C", "C", "O", "N", "C", "H", "H", "H", "H", "H", "H", "H", "C", "C", "O", "N", "C", "H", "H", "H", "H", "H", "H", "H", "C", "C", "O", "N", "C", "H", "H", "H", "H", "H", "H", "H"], "positions_angstrom": [[0.9234, 2.9471, -0.6665], [0.8509, 3.3365, 0.8129], [1.7586, 2.5297, 1.7642], [3.2148, 2.8457, 1.4490], [1.5338, 1.0435, 1.8043], [0.4848, 0.4133, 2.2507], [-0.7488, 1.0650, 2.7109], [-1.0686, 0.8018, 4.1666], [-0.1024, 1.4939, 5.1181], [-0.4984, 3.2254, 5.4551], [0.6881, -1.0514, 2.3458], [-0.5150, -1.9367, 2.6381], [-0.4818, -2.4806, 4.0599], [-1.8164, -2.9286, 4.4692], [1.5967, -1.4221, 1.1738], [2.3175, -2.6556, 1.4239], [0.7778, -1.5481, -0.5912], [0.9887, 0.0185, -1.5777], [1.5607, -2.9486, -1.5584], [-1.0598, -1.8608, -0.4564], [2.7844, -0.0191, 1.3005], [0.0618, 2.3500, -0.9441], [1.8406, 2.4296, -0.9241], [0.8874, 3.8450, -1.2731], [1.1731, 4.3663, 0.9325], [-0.1851, 3.3214, 1.1072], [1.5905, 2.8892, 2.7823], [3.8956, 2.3954, 2.1640], [3.3526, 3.9195, 1.4707], [3.5004, 2.5034, 0.4601], [-0.6262, 2.1217, 2.5939], [-1.5551, 0.7623, 2.0481], [-2.0664, 1.1928, 4.3413], [-1.1034, -0.2499, 4.4118], [0.9291, 1.4077, 4.7873], [-0.1639, 1.0106, 6.0870], [-0.0445, 3.7578, 4.3178], [1.3496, -1.1387, 3.2228], [-0.4634, -2.7749, 1.9598], [-1.4555, -1.4193, 2.4934], [-0.1183, -1.7182, 4.7500], [0.2059, -3.3193, 4.1373], [-1.6997, -3.4458, 5.3327], [-2.3157, -2.1003, 4.7777], [2.6306, -2.7034, 2.3913], [1.7192, -3.4594, 1.2758], [0.8986, -0.2380, -2.6303], [1.9795, 0.4465, -1.4483], [0.2148, 0.7471, -1.3592], [1.1596, -3.9170, -1.2844], [2.6354, -2.9461, -1.3995], [1.3964, -2.7524, -2.6120], [-1.2656, -2.8359, -0.0332], [-1.4949, -1.0893, 0.1625], [-1.4874, -1.7932, -1.4509], [-4.4844, 0.9094, 1.0549], [-3.5367, 1.2721, -0.0637], [-2.3155, 1.1992, 0.0704], [-4.0714, 1.6788, -1.2301], [-5.4754, 1.8256, -1.5761], [-3.9001, 0.6019, 1.9170], [-5.1030, 1.7622, 1.3339], [-5.1362, 0.0868, 0.7613], [-3.3860, 1.9017, -1.9366], [-5.7282, 1.1821, -2.4184], [-5.6929, 2.8570, -1.8524], [-6.1025, 1.5545, -0.7345], [-0.4707, -0.6303, 9.3403], [-0.0294, -1.2649, 8.0449], [-0.7467, -1.2574, 7.0483], [1.1892, -1.8505, 8.0175], [2.1597, -1.9579, 9.0947], [-1.4615, -0.2130, 9.1950], [-0.5122, -1.3688, 10.1407], [0.2114, 0.1670, 9.6362], [1.4225, -2.2639, 7.1288], [3.0968, -1.4759, 8.8153], [2.3635, -3.0040, 9.3227], [1.7809, -1.4789, 9.9899], [1.3038, 1.0182, -6.9882], [0.7647, 1.6805, -5.7440], [-0.4157, 1.9550, -5.6033], [1.6542, 1.9709, -4.7510], [3.0804, 1.7182, -4.7176], [0.4906, 0.8624, -7.6854], [2.0524, 1.6445, -7.4728], [1.7580, 0.0552, -6.7481], [1.2285, 2.4192, -3.9554], [3.3391, 1.0656, -3.8798], [3.6378, 2.6501, -4.6077], [3.3971, 1.2375, -5.6363], [0.9883, -2.1875, -9.9009], [0.2696, -0.8871, -10.1825], [0.8266, 0.1934, -10.0761], [-1.0320, -0.9633, -10.5609], [-1.8498, -2.1475, -10.7409], [2.0085, -1.9529, -9.6153], [0.5057, -2.7326, -9.0887], [1.0062, -2.8242, -10.7855], [-1.4528, -0.0641, -10.7345], [-2.2115, -2.2136, -11.7678], [-2.7128, -2.1246, -10.0739], [-1.2728, -3.0394, -10.5241]], "forces_ev_per_a": [[-0.1362, 0.5487, 0.2148], [0.1708, -0.0677, -0.2743], [0.0251, 0.1524, 0.1223], [0.1182, -0.0558, -0.0493], [-0.0232, -0.2362, -0.0863], [-0.3197, 0.3948, -0.2900], [-0.1504, -0.4400, 0.2434], [0.1306, 0.2065, 0.1531], [-0.1827, -0.0693, 0.0882], [0.0188, 0.1580, 0.1122], [0.2702, 0.1284, 0.5947], [0.3315, 0.0756, 0.0724], [-0.3189, -0.0237, 0.3536], [0.3630, 0.0691, 0.0672], [-0.1831, -0.4219, 0.2411], [0.0038, 0.0827, 0.2338], [-0.4307, -0.0582, -0.8679], [0.1421, -0.4054, 0.0521], [0.2963, 0.5023, 0.5393], [0.6102, 0.0046, 0.2634], [0.2027, -0.0488, -0.4679], [0.0884, 0.1428, 0.0850], [0.0181, -0.0600, -0.0092], [-0.0142, 0.2011, -0.1359], [0.0952, 0.1614, 0.0769], [-0.3705, -0.0935, 0.2522], [-0.2529, -0.0180, 0.1360], [0.1176, -0.0230, 0.1567], [0.0651, 0.1973, 0.0871], [0.0289, -0.0294, -0.1656], [0.0801, 0.5442, -0.2350], [0.0564, -0.0147, -0.1285], [-0.1929, 0.0553, 0.0524], [-0.0271, -0.0829, -0.0626], [0.1947, -0.0414, -0.0422], [0.0157, -0.0793, 0.1670], [0.0404, 0.0493, -0.1493], [0.0922, -0.0373, 0.1358], [-0.3373, -0.1948, -0.2676], [-0.1727, 0.0121, -0.2703], [0.3034, -0.0016, 0.0590], [0.1309, -0.1679, -0.1286], [-0.1156, -0.1972, 0.0161], [-0.2527, 0.0227, -0.0872], [0.0928, 0.0171, -0.0203], [0.0577, -0.0759, -0.2273], [-0.0914, -0.1207, -0.2031], [0.0031, 0.1447, -0.0172], [0.1174, -0.3170, 0.0117], [-0.0242, -0.2466, -0.0462], [0.1963, -0.1766, 0.0047], [-0.1990, -0.1078, -0.2141], [-0.2410, -0.2098, -0.0058], [-0.3738, 0.2003, 0.0935], [-0.1028, -0.0096, -0.1972], [0.0964, -0.0015, -0.0037], [-0.1113, 0.0372, -0.1702], [0.1093, 0.0109, 0.0848], [-0.0242, 0.0022, 0.0203], [0.1368, 0.0220, -0.0731], [0.0037, -0.0086, 0.0163], [-0.0414, -0.0180, -0.0038], [-0.0379, 0.0160, 0.0062], [-0.0102, 0.0003, -0.0335], [-0.0233, -0.0210, 0.0161], [-0.0250, 0.0077, 0.0263], [-0.0211, -0.0063, 0.0208], [-0.0442, 0.0200, -0.0524], [-0.1196, -0.0066, 0.0812], [0.1026, 0.0595, -0.0678], [0.0613, 0.0341, 0.0269], [-0.0233, -0.0614, -0.1728], [-0.0180, -0.0044, -0.0319], [0.0339, 0.0183, 0.0342], [0.0171, -0.0171, 0.0489], [0.0108, -0.0327, 0.0001], [0.0024, 0.0283, 0.0321], [-0.0106, -0.0019, 0.0429], [-0.0058, 0.0136, 0.0287], [-0.0767, 0.0532, 0.1123], [0.0117, -0.0124, -0.0210], [-0.0310, -0.0413, 0.0366], [0.0808, -0.0620, 0.0257], [-0.1525, 0.1055, 0.1208], [-0.0436, 0.0173, -0.0265], [0.0419, -0.0423, -0.0228], [0.0488, 0.0124, -0.0330], [0.0080, 0.0231, 0.0176], [0.0272, -0.0440, -0.0345], [0.0365, -0.0079, -0.0483], [0.0191, -0.0130, -0.0233], [0.0267, 0.0463, 0.0110], [0.0015, -0.0182, -0.0492], [0.0315, -0.0303, 0.0370], [-0.0484, -0.0585, 0.0177], [-0.0023, 0.1960, -0.0186], [0.0136, 0.0359, -0.0034], [-0.0126, -0.0404, -0.0266], [-0.0216, -0.0397, 0.0168], [-0.0066, 0.0089, -0.0128], [0.0120, -0.0457, -0.0091], [0.0039, -0.0430, 0.0176], [0.0089, -0.0301, 0.0028]]}

***

Record 6
{"formula": "C3H11NOS", "method": "ωB97M-V/def2-TZVPD", "gap_ev": 9.9, "fmax_ha_per_bohr": 0.0382, "multiplicity": 1, "e_above_lowest_ev": 0.783, "smiles": "CNCCS.O", "e_lumo_ev": 0.8127, "symbols": ["C", "N", "C", "C", "S", "H", "H", "H", "H", "H", "H", "H", "H", "H", "H", "H", "O"], "positions_angstrom": [[-1.2053, 0.3847, -1.2698], [-0.4437, 0.3728, -0.0042], [-0.2081, -0.9752, 0.4524], [-0.1539, -1.1566, 1.9747], [1.2924, -0.2762, 2.6672], [-0.6477, -0.2061, -1.9838], [-2.1747, -0.1040, -1.1056], [-1.4571, 1.3989, -1.5659], [-0.9971, 0.8890, 0.6740], [0.8050, -1.2970, 0.1523], [-0.8496, -1.7459, 0.0158], [-0.1039, -2.2086, 2.2396], [-1.0531, -0.7548, 2.4442], [1.3490, 0.6487, 1.7275], [2.6839, 1.4011, -2.0796], [1.1870, 1.6248, -1.9617], [1.9767, 2.0042, -2.3771]], "forces_ev_per_a": [[-0.3814, -0.4247, 1.2217], [-0.5665, 0.6020, -0.2888], [1.3875, -1.2557, 0.5902], [-0.4137, 0.8979, -0.3460], [0.0033, -0.6022, 0.5492], [0.0296, 0.2714, -0.5527], [-0.0215, -0.2048, -0.2606], [0.5061, 0.0925, -0.3314], [0.1433, -0.1419, 0.1053], [-0.2025, 0.1902, -0.3459], [-0.5948, 0.2507, 0.0041], [0.2586, -0.0359, -0.0497], [-0.0860, -0.0110, -0.0026], [-0.0376, 0.3925, -0.3949], [-0.3946, 0.4815, -0.2378], [0.1656, 0.1968, -0.0293], [0.2045, -0.6994, 0.3692]]}

***

Q: Which HOMO values were calculated for the entries above? A: -9.0, -7.9, -10.3, -10.0, -10.8, -9.1, in eV.